# 1
{"formula": "C28H28N3NaO2S", "method": "wB97M-V/def2-TZVPD", "elements": ["C", "N", "C", "S", "N", "C", "C", "O", "C", "C", "C", "C", "C", "C", "N", "C", "C", "C", "C", "C", "C", "C", "C", "C", "O", "H", "H", "H", "H", "H", "H", "H", "H", "H", "H", "H", "H", "H", "H", "H", "H", "H", "H", "H", "H", "H", "C", "Na", "C", "C", "C", "C", "C", "C", "C", "C", "H", "H", "H", "H", "H", "H", "H"], "positions_angstrom": [[3.47, 2.70, 2.67], [3.44, 1.37, 2.06], [4.69, 0.80, 1.85], [6.12, 1.61, 2.20], [4.65, -0.50, 1.35], [5.96, -1.10, 1.12], [3.51, -1.16, 0.85], [3.59, -2.16, 0.09], [2.21, -0.58, 1.22], [1.08, -1.31, 0.95], [-0.28, -0.82, 1.03], [-0.66, 0.43, 0.49], [-1.92, 0.94, 0.68], [-2.89, 0.16, 1.38], [-4.14, 0.67, 1.59], [-4.58, 1.88, 0.95], [-3.46, 2.90, 0.88], [-2.25, 2.31, 0.19], [-5.21, -0.15, 2.11], [-4.70, -1.10, 3.17], [-3.55, -1.94, 2.63], [-2.55, -1.13, 1.87], [-1.27, -1.61, 1.66], [2.19, 0.73, 1.89], [1.16, 1.29, 2.29], [2.45, 3.04, 2.80], [4.02, 2.64, 3.62], [4.05, 3.36, 2.01], [5.82, -2.09, 0.72], [6.52, -0.45, 0.44], [6.49, -1.10, 2.08], [1.21, -2.38, 0.75], [0.07, 1.04, -0.05], [-4.94, 1.64, -0.07], [-5.43, 2.26, 1.53], [-3.83, 3.78, 0.34], [-3.18, 3.21, 1.89], [-1.39, 2.96, 0.36], [-2.41, 2.28, -0.90], [-5.96, 0.54, 2.52], [-5.68, -0.71, 1.29], [-4.35, -0.52, 4.04], [-5.53, -1.73, 3.50], [-3.06, -2.45, 3.46], [-3.97, -2.73, 1.98], [-0.99, -2.59, 2.05], [2.83, -0.69, -4.63], [1.95, -2.76, -2.61], [3.08, -0.24, -3.33], [1.81, -0.05, -2.70], [0.78, -0.34, -3.63], [1.42, -0.79, -4.83], [0.66, -1.39, -5.84], [-0.72, -1.43, -5.68], [-1.36, -0.89, -4.55], [-0.62, -0.40, -3.48], [3.57, -0.91, -5.42], [4.07, -0.01, -2.90], [1.60, 0.27, -1.68], [1.21, -1.89, -6.64], [-1.31, -1.88, -6.46], [-2.45, -0.83, -4.54], [-1.07, 0.03, -2.59]], "e_lumo_ev": -1.17, "largest_force_ev_per_a": 2.400, "e_above_lowest_ev": 0.000, "spin_multiplicity": 1}

***

# 2
{"formula": "C13H28N4O7P", "method": "wB97M-V/def2-TZVPD", "elements": ["C", "C", "O", "N", "C", "N", "C", "N", "C", "C", "C", "O", "C", "C", "O", "N", "P", "O", "O", "O", "H", "H", "H", "H", "H", "H", "H", "H", "H", "H", "H", "H", "H", "H", "H", "H", "H", "H", "C", "C", "O", "C", "C", "H", "H", "H", "H", "H", "H", "H", "H", "H", "H"], "positions_angstrom": [[-1.54, -8.52, -1.73], [-0.85, -8.30, -3.20], [-0.80, -6.91, -3.66], [-0.19, -6.09, -2.78], [-0.27, -4.71, -2.78], [-1.08, -4.05, -3.90], [-0.89, -2.59, -3.46], [-0.05, -2.46, -2.21], [0.17, -1.07, -1.66], [0.54, 0.07, -2.79], [0.88, 1.47, -1.94], [0.03, 2.61, -2.36], [-0.67, 3.23, -1.22], [-0.27, 4.63, -0.46], [-1.75, 2.56, -0.74], [0.37, -3.71, -1.79], [1.38, -4.06, -0.36], [2.53, -2.96, -0.11], [0.25, -4.15, 1.01], [2.23, -5.60, -0.44], [-0.67, -8.78, -0.95], [-2.02, -7.52, -1.35], [-2.30, -9.41, -1.67], [0.27, -8.72, -3.17], [-1.46, -9.00, -3.95], [0.40, -6.53, -2.04], [-1.39, -1.72, -4.10], [-0.86, -0.74, -1.17], [0.98, -0.99, -0.81], [-0.31, 0.26, -3.57], [1.56, -0.21, -3.32], [0.63, 1.28, -0.80], [2.02, 1.80, -2.07], [0.86, 4.92, -0.52], [-0.54, 4.59, 0.70], [-0.96, 5.49, -0.91], [0.72, -4.52, 1.82], [1.76, -6.25, 0.18], [-1.40, 7.48, 4.72], [-1.08, 6.00, 4.70], [-0.40, 5.58, 3.52], [0.86, 6.20, 3.25], [1.89, 5.97, 4.34], [-2.02, 7.75, 3.85], [-1.96, 7.74, 5.63], [-0.50, 8.10, 4.69], [-2.01, 5.43, 4.75], [-0.50, 5.71, 5.59], [0.72, 7.26, 3.06], [1.23, 5.76, 2.32], [1.57, 6.39, 5.30], [2.84, 6.42, 4.07], [2.04, 4.89, 4.50]], "total_charge": 1, "e_lumo_ev": -4.09, "largest_force_ev_per_a": 8.605, "e_above_lowest_ev": 10.889, "spin_multiplicity": 1}

***

# 3
{"formula": "Cl2HNO2S", "method": "wB97M-V/def2-TZVPD", "elements": ["N", "O", "O", "S", "Cl", "Cl", "H"], "positions_angstrom": [[-0.58, -0.34, 0.86], [0.17, 0.01, -1.54], [1.70, -0.78, 0.10], [0.62, 0.07, -0.21], [-1.34, -1.59, -0.03], [0.82, 1.88, 0.27], [-1.38, 0.75, 0.56]], "e_lumo_ev": -0.43, "largest_force_ev_per_a": 6.137, "e_above_lowest_ev": 1.887, "spin_multiplicity": 1}

***

# 4
{"formula": "C27H23AsClO8PPtS", "method": "wB97M-V/def2-TZVPD", "elements": ["Pt", "O", "C", "O", "C", "P", "C", "C", "C", "C", "C", "C", "C", "C", "C", "C", "C", "C", "H", "H", "H", "H", "H", "H", "H", "H", "H", "H", "H", "H", "O", "As", "O", "O", "C", "C", "C", "C", "C", "C", "S", "O", "O", "O", "H", "H", "H", "H", "H", "Cl", "C", "C", "C", "C", "C", "C", "C", "H", "H", "H", "H", "H", "H"], "positions_angstrom": [[0.87, 0.96, 0.76], [4.52, -0.57, 1.35], [3.36, -0.48, 0.96], [2.85, 0.58, 0.44], [2.45, -1.72, 1.02], [0.67, -1.33, 0.65], [0.38, -2.31, -0.88], [-0.63, -3.24, -1.11], [-0.71, -3.92, -2.32], [0.21, -3.66, -3.33], [1.19, -2.70, -3.13], [1.27, -2.03, -1.92], [-0.13, -2.14, 2.07], [-0.50, -3.48, 2.13], [-1.03, -4.02, 3.29], [-1.19, -3.22, 4.42], [-0.81, -1.89, 4.37], [-0.28, -1.35, 3.21], [2.54, -2.17, 2.01], [2.84, -2.45, 0.30], [-1.41, -3.37, -0.37], [-1.51, -4.62, -2.48], [0.13, -4.18, -4.28], [1.88, -2.45, -3.93], [2.02, -1.26, -1.78], [-0.37, -4.12, 1.26], [-1.33, -5.06, 3.31], [-1.61, -3.64, 5.32], [-0.94, -1.26, 5.24], [-0.02, -0.30, 3.15], [0.00, 2.65, -1.23], [-1.58, 2.14, -0.51], [-2.57, 3.43, -0.65], [-1.04, 1.63, 1.02], [-1.90, 0.76, -1.85], [-1.43, 1.08, -3.12], [-1.67, 0.25, -4.20], [-2.41, -0.91, -4.02], [-2.90, -1.22, -2.76], [-2.65, -0.39, -1.68], [-3.38, -0.81, -0.10], [-4.40, -1.81, -0.40], [-3.88, 0.46, 0.38], [-2.27, -1.36, 0.68], [0.24, 3.49, -0.83], [-0.85, 1.99, -3.26], [-1.29, 0.51, -5.18], [-2.61, -1.57, -4.86], [-3.50, -2.11, -2.59], [2.39, 7.56, -0.73], [2.10, 6.06, 0.14], [3.15, 5.21, 0.40], [2.93, 4.03, 1.10], [1.65, 3.68, 1.56], [1.40, 2.40, 2.25], [0.60, 4.57, 1.27], [0.82, 5.75, 0.57], [4.15, 5.45, 0.05], [3.75, 3.34, 1.27], [2.30, 2.01, 2.73], [0.54, 2.45, 2.90], [-0.41, 4.31, 1.57], [-0.01, 6.41, 0.34]], "total_charge": -2, "e_lumo_ev": 4.27, "largest_force_ev_per_a": 1.320, "e_above_lowest_ev": 0.000, "spin_multiplicity": 1}

***

# 5
{"formula": "C20H26BaF4N3O", "method": "wB97M-V/def2-TZVPD", "elements": ["Ba", "C", "C", "N", "C", "C", "C", "C", "N", "C", "C", "F", "C", "F", "C", "C", "F", "C", "F", "H", "H", "H", "H", "H", "H", "H", "H", "H", "H", "H", "H", "H", "H", "H", "O", "C", "C", "C", "C", "C", "C", "C", "C", "N", "H", "H", "H", "H", "H", "H", "H", "H", "H", "H", "H"], "positions_angstrom": [[-0.36, 0.77, -0.39], [-2.20, -2.29, -2.07], [-2.70, -2.05, -0.66], [-1.62, -1.76, 0.30], [-0.54, -2.76, 0.30], [-0.96, -4.19, 0.62], [-2.19, -1.54, 1.65], [-1.30, -0.67, 2.52], [-1.12, 0.66, 1.90], [-1.60, 1.81, 2.47], [-1.70, 2.97, 1.67], [-1.32, 2.79, 0.31], [-2.13, 4.21, 2.04], [-2.16, 5.19, 1.14], [-2.53, 4.42, 3.34], [-2.46, 3.33, 4.18], [-2.82, 3.46, 5.46], [-2.02, 2.08, 3.78], [-1.96, 1.11, 4.71], [-3.03, -2.29, -2.77], [-1.68, -3.24, -2.17], [-1.51, -1.51, -2.40], [-3.31, -2.90, -0.32], [-3.39, -1.20, -0.63], [0.21, -2.42, 1.02], [-0.04, -2.73, -0.67], [-1.29, -4.31, 1.65], [-0.12, -4.87, 0.47], [-1.76, -4.53, -0.03], [-2.42, -2.48, 2.17], [-3.14, -1.02, 1.52], [-0.33, -1.16, 2.66], [-1.73, -0.64, 3.52], [-2.87, 5.39, 3.69], [-0.06, 0.68, -3.14], [1.20, 0.12, -3.62], [2.26, 1.18, -3.77], [2.65, 1.92, -2.49], [3.30, 1.04, -1.44], [4.65, 0.76, -1.47], [5.20, -0.07, -0.50], [4.38, -0.59, 0.49], [3.05, -0.25, 0.45], [2.50, 0.54, -0.48], [-0.42, 1.26, -3.82], [1.01, -0.41, -4.54], [1.49, -0.62, -2.87], [1.93, 1.91, -4.52], [3.15, 0.70, -4.20], [1.78, 2.42, -2.06], [3.34, 2.73, -2.74], [5.28, 1.19, -2.24], [6.26, -0.29, -0.51], [4.77, -1.23, 1.26], [2.37, -0.62, 1.23]], "total_charge": 1, "e_lumo_ev": -2.66, "largest_force_ev_per_a": 2.476, "e_above_lowest_ev": 0.000, "spin_multiplicity": 1}

***

# 6
{"formula": "C3H10O3S", "method": "wB97M-V/def2-TZVPD", "elements": ["O", "C", "C", "C", "S", "H", "H", "H", "H", "H", "H", "H", "H", "O", "H", "H", "O"], "positions_angstrom": [[-1.12, 2.40, 0.37], [-0.77, 1.24, 0.58], [0.43, 0.55, -0.06], [0.02, -0.63, -0.97], [1.37, -1.22, -2.10], [-1.34, 0.57, 1.25], [1.13, 0.21, 0.71], [1.00, 1.26, -0.66], [-0.21, -1.49, -0.35], [-0.79, -0.34, -1.63], [2.15, -1.99, -1.28], [-4.11, -0.74, -2.01], [-4.66, 0.13, -0.81], [-4.21, 0.15, -1.66], [4.28, -0.30, 2.42], [3.46, 0.31, 3.52], [3.38, -0.10, 2.67]], "total_charge": -1, "e_lumo_ev": [3.03, 2.87], "s2": 0.753, "largest_force_ev_per_a": 1.131, "e_above_lowest_ev": 1.388, "spin_multiplicity": 2}

***

# 7
{"formula": "C29H31NO4", "method": "wB97M-V/def2-TZVPD", "elements": ["C", "C", "C", "C", "C", "C", "C", "C", "C", "C", "C", "C", "C", "C", "C", "C", "C", "C", "N", "C", "C", "C", "C", "C", "O", "O", "C", "C", "C", "O", "C", "O", "C", "C", "H", "H", "H", "H", "H", "H", "H", "H", "H", "H", "H", "H", "H", "H", "H", "H", "H", "H", "H", "H", "H", "H", "H", "H", "H", "H", "H", "H", "H", "H", "H"], "positions_angstrom": [[-5.58, -1.67, 1.52], [-4.49, -1.00, 0.75], [-3.18, -1.44, 0.93], [-2.16, -0.86, 0.20], [-2.37, 0.36, -0.47], [-1.16, 1.09, -1.05], [-1.45, 2.02, -2.28], [-0.80, 1.61, -3.46], [-1.07, 2.17, -4.71], [-1.97, 3.24, -4.81], [-2.60, 3.69, -3.65], [-2.38, 3.05, -2.41], [-0.06, 1.48, -0.13], [0.56, 0.21, 0.55], [2.03, 0.01, 0.70], [2.73, -0.42, -0.44], [3.96, -1.03, -0.35], [4.53, -1.26, 0.92], [5.73, -2.00, 1.00], [6.91, -1.32, 0.50], [5.68, -3.40, 0.56], [3.89, -0.75, 2.08], [2.65, -0.12, 1.96], [-0.40, 2.32, 1.12], [-1.03, 1.85, 2.06], [0.19, 3.57, 1.22], [0.01, 4.37, 0.05], [-1.44, 4.76, -0.10], [0.94, 5.57, 0.10], [0.47, 3.60, -1.12], [0.90, 2.31, -0.95], [1.88, 1.90, -1.54], [-3.69, 0.70, -0.78], [-4.74, 0.01, -0.18], [-6.48, -1.07, 1.50], [-5.82, -2.67, 1.14], [-5.26, -1.81, 2.56], [-2.95, -2.27, 1.61], [-1.21, -1.39, 0.14], [-0.67, 0.23, -1.54], [-0.08, 0.79, -3.42], [-0.58, 1.76, -5.59], [-2.20, 3.68, -5.79], [-3.32, 4.51, -3.71], [-2.99, 3.40, -1.58], [0.25, -0.62, -0.10], [0.08, 0.13, 1.53], [2.27, -0.30, -1.42], [4.46, -1.37, -1.25], [6.88, -0.26, 0.79], [7.81, -1.78, 0.92], [6.98, -1.37, -0.60], [4.76, -3.87, 0.92], [5.71, -3.47, -0.54], [6.55, -3.93, 0.97], [4.36, -0.91, 3.05], [2.13, 0.25, 2.86], [-2.06, 3.86, -0.09], [-1.72, 5.36, 0.78], [-1.60, 5.35, -1.01], [1.97, 5.22, 0.09], [0.77, 6.19, -0.78], [0.75, 6.17, 1.00], [-3.89, 1.49, -1.50], [-5.77, 0.26, -0.44]], "e_lumo_ev": 0.62, "largest_force_ev_per_a": 3.044, "smiles": "Cc1ccc([C@@H](c2ccccc2)C2(Cc3ccc(N(C)C)cc3)C(=O)OC(C)(C)OC2=O)cc1", "e_above_lowest_ev": 0.000, "spin_multiplicity": 1}

***

# 8
{"formula": "C8H15NO", "method": "wB97M-V/def2-TZVPD", "elements": ["C", "C", "O", "C", "C", "C", "C", "H", "H", "H", "H", "H", "H", "H", "H", "H", "H", "H", "H", "C", "C", "N", "H", "H", "H"], "positions_angstrom": [[0.03, 1.63, -1.54], [0.15, 0.09, -1.18], [-0.43, -0.75, -1.84], [1.05, -0.33, 0.11], [2.19, -1.04, -0.57], [0.43, -1.24, 1.10], [1.54, 0.94, 0.84], [-0.64, 2.26, -1.01], [-0.24, 1.65, -2.64], [0.96, 2.16, -1.45], [1.85, -2.07, -0.81], [2.43, -0.57, -1.55], [3.15, -1.09, -0.01], [-0.16, -2.11, 0.63], [-0.32, -0.46, 1.57], [1.04, -1.76, 1.93], [1.81, 0.84, 1.91], [0.63, 1.70, 0.79], [2.38, 1.24, 0.30], [-2.86, 0.04, 1.50], [-3.03, -0.33, 0.28], [-3.33, -0.53, -0.90], [-3.58, -0.35, 2.22], [-2.30, 0.97, 1.89], [-2.74, -0.91, -1.57]], "e_lumo_ev": 0.73, "largest_force_ev_per_a": 4.357, "smiles": "CC(=O)C(C)(C)C.C=C=N", "e_above_lowest_ev": 3.806, "spin_multiplicity": 1}

***

# 9
{"formula": "C32H84O16", "method": "wB97M-V/def2-TZVPD", "elements": ["C", "C", "C", "O", "C", "H", "H", "H", "H", "H", "H", "H", "H", "C", "C", "C", "O", "C", "H", "H", "H", "H", "H", "H", "H", "H", "C", "C", "C", "O", "C", "H", "H", "H", "H", "H", "H", "H", "H", "C", "C", "C", "O", "C", "H", "H", "H", "H", "H", "H", "H", "H", "C", "O", "H", "H", "H", "H", "C", "O", "H", "H", "H", "H", "C", "O", "H", "H", "H", "H", "C", "O", "H", "H", "H", "H", "C", "O", "H", "H", "H", "H", "C", "O", "H", "H", "H", "H", "C", "O", "H", "H", "H", "H", "C", "O", "H", "H", "H", "H", "C", "O", "C", "C", "O", "C", "H", "H", "H", "H", "H", "H", "H", "H", "H", "H", "C", "O", "C", "C", "O", "C", "H", "H", "H", "H", "H", "H", "H", "H", "H", "H"], "positions_angstrom": [[3.75, 4.58, 4.72], [3.58, 4.43, 3.20], [3.76, 2.93, 3.01], [3.18, 2.34, 4.15], [3.21, 3.26, 5.26], [3.19, 5.43, 5.09], [4.78, 4.71, 5.03], [4.37, 4.99, 2.69], [2.59, 4.71, 2.85], [4.83, 2.67, 2.89], [3.26, 2.48, 2.14], [3.93, 2.82, 5.97], [2.26, 3.28, 5.79], [-3.49, -2.20, 4.93], [-4.96, -2.67, 5.07], [-5.77, -1.35, 4.99], [-4.87, -0.28, 4.94], [-3.61, -0.76, 4.45], [-2.95, -2.79, 4.19], [-2.94, -2.19, 5.87], [-5.02, -3.08, 6.07], [-5.23, -3.35, 4.27], [-6.41, -1.24, 5.86], [-6.35, -1.36, 4.07], [-2.85, -0.07, 4.80], [-3.67, -0.65, 3.35], [-4.10, 2.84, -4.62], [-2.56, 3.01, -4.51], [-2.26, 2.18, -3.30], [-3.32, 2.45, -2.36], [-4.52, 2.55, -3.15], [-4.38, 2.01, -5.26], [-4.57, 3.74, -5.01], [-2.34, 4.07, -4.39], [-1.96, 2.70, -5.36], [-1.31, 2.40, -2.81], [-2.21, 1.11, -3.50], [-5.13, 3.38, -2.78], [-5.07, 1.61, -3.06], [0.55, 5.28, 0.13], [-0.69, 6.17, -0.01], [-1.12, 5.92, -1.45], [-0.43, 4.74, -1.88], [0.12, 4.10, -0.74], [0.75, 5.02, 1.18], [1.45, 5.78, -0.24], [-0.60, 7.24, 0.19], [-1.44, 5.82, 0.71], [-0.79, 6.70, -2.15], [-2.21, 5.87, -1.56], [0.96, 3.51, -1.11], [-0.55, 3.45, -0.16], [2.40, -3.99, 0.22], [2.48, -2.71, 0.83], [2.76, -3.92, -0.81], [2.93, -4.74, 0.79], [1.36, -4.30, 0.10], [1.68, -2.20, 0.61], [-2.89, -2.65, -6.12], [-2.34, -3.70, -5.39], [-3.38, -3.00, -7.04], [-3.71, -2.23, -5.54], [-2.20, -1.86, -6.40], [-1.66, -4.15, -5.89], [-3.93, 0.69, 0.40], [-2.71, 0.96, -0.23], [-3.83, -0.21, 1.03], [-4.23, 1.50, 1.07], [-4.70, 0.45, -0.34], [-2.93, 1.48, -1.05], [-2.21, -2.74, -0.31], [-1.31, -3.77, -0.63], [-3.26, -3.06, -0.35], [-1.99, -2.27, 0.65], [-2.23, -1.94, -1.06], [-1.12, -4.25, 0.19], [0.35, -3.95, 4.60], [1.13, -4.64, 3.65], [-0.32, -4.64, 5.11], [0.93, -3.43, 5.36], [-0.25, -3.17, 4.12], [1.91, -4.09, 3.49], [0.12, -4.99, -3.74], [0.63, -4.99, -2.42], [0.06, -3.99, -4.18], [0.85, -5.55, -4.33], [-0.83, -5.51, -3.85], [0.05, -4.52, -1.79], [3.75, -1.25, 3.74], [2.61, -2.08, 3.57], [4.72, -1.73, 3.56], [3.74, -0.36, 3.10], [3.69, -0.84, 4.75], [2.47, -2.14, 2.60], [1.27, -0.28, 5.91], [0.12, -0.17, 6.73], [0.86, -0.28, 4.91], [1.97, 0.57, 5.98], [1.93, -1.13, 6.09], [0.30, -0.59, 7.57], [4.27, 1.18, -6.25], [2.86, 1.13, -6.21], [2.33, 0.22, -5.29], [2.71, -1.24, -5.41], [4.05, -1.47, -4.99], [4.26, -2.79, -4.53], [4.53, 2.08, -6.80], [4.68, 0.27, -6.70], [4.67, 1.24, -5.23], [1.25, 0.34, -5.19], [2.67, 0.46, -4.26], [2.63, -1.59, -6.46], [1.97, -1.84, -4.86], [3.74, -2.93, -3.57], [5.32, -2.87, -4.28], [3.99, -3.53, -5.29], [-0.21, -0.71, 2.10], [0.56, -0.80, 0.93], [0.82, 0.47, 0.38], [1.65, 0.39, -0.87], [0.83, 0.62, -2.01], [0.10, -0.55, -2.35], [-1.17, -0.20, 1.91], [0.34, -0.15, 2.86], [-0.42, -1.70, 2.48], [1.39, 1.03, 1.15], [-0.10, 1.06, 0.29], [2.18, -0.57, -0.92], [2.40, 1.18, -0.88], [-0.40, -0.36, -3.29], [-0.54, -0.88, -1.53], [0.79, -1.38, -2.60]], "e_lumo_ev": 0.47, "largest_force_ev_per_a": 2.036, "spin_multiplicity": 1}

***

# 10
{"formula": "C5H6O", "method": "wB97M-V/def2-TZVPD", "elements": ["C", "C", "C", "C", "C", "O", "H", "H", "H", "H", "H", "H"], "positions_angstrom": [[2.37, -0.57, 0.23], [1.04, 0.03, 0.34], [-0.07, 0.49, 0.42], [-1.49, 0.82, 0.31], [-2.00, -0.12, -0.78], [-2.79, -1.00, -0.59], [2.89, -0.56, 1.20], [2.98, -0.03, -0.50], [2.28, -1.61, -0.10], [-1.63, 1.87, 0.00], [-2.05, 0.64, 1.23], [-1.52, 0.04, -1.77]], "e_lumo_ev": 0.91, "largest_force_ev_per_a": 0.580, "smiles": "CC#CCC=O", "e_above_lowest_ev": 1.700, "spin_multiplicity": 1}